# 1
# H20O10Xe

A structure of composition H20O10Xe (ωB97M-V/def2-TZVPD, OMol25).

**HOMO energy**: -0.395 Eh
**ΔE to the lowest compared entry with this formula, charge and spin**: 0.677 eV
**Kohn-Sham gap**: 10.60 eV
**DFT total energy**: -29762.2892 eV

Last column: Löwdin charge in e.
CARTESIAN COORDINATES (ANGSTROEM)
Xe (-0.515, 0.528, -0.466)  0.35
O (-3.923, 1.017, 1.120)  -0.08
H (-3.717, 0.920, 2.050)  0.01
H (-3.662, 0.183, 0.729)  0.01
O (0.823, -2.921, 0.248)  -0.06
H (0.013, -2.806, -0.250)  -0.01
H (0.857, -3.858, 0.437)  0.07
O (-3.445, 3.738, 0.318)  -0.07
H (-3.516, 3.781, -0.635)  0.02
H (-3.489, 2.803, 0.520)  -0.03
O (-2.553, -0.239, 3.119)  -0.05
H (-2.482, 0.484, 3.742)  0.05
H (-1.654, -0.549, 3.007)  -0.02
O (2.683, -1.552, -1.538)  -0.07
H (2.625, -0.694, -1.119)  -0.03
H (2.204, -2.139, -0.952)  -0.02
O (-0.161, -1.573, 2.875)  -0.05
H (0.314, -0.763, 3.059)  0.05
H (0.344, -1.995, 2.180)  0.01
O (-1.436, -2.439, -1.471)  -0.11
H (-2.249, -2.336, -0.975)  0.04
H (-1.582, -1.941, -2.276)  0.04
O (3.186, 1.897, 1.322)  -0.05
H (2.493, 1.370, 1.720)  0.01
H (2.911, 2.006, 0.411)  -0.02
O (2.897, 1.318, -1.627)  -0.09
H (2.933, 2.252, -1.834)  0.08
H (3.738, 0.973, -1.929)  0.07
O (1.894, 1.035, -4.182)  -0.06
H (1.837, 1.042, -3.227)  -0.03
H (2.632, 0.457, -4.374)  0.03

---

# 2
# H20O14PTl2

A structure of composition H20O14PTl2 (ωB97M-V/def2-TZVPD, OMol25).

**Total charge**: +3
**HOMO energy**: -0.786 Eh
**Kohn-Sham gap**: 3.72 eV
**DFT total energy**: -47595.8686 eV

Last column: Löwdin charge in e.
CARTESIAN COORDINATES (ANGSTROEM)
Tl (2.503, 1.656, 0.098)  1.60
Tl (1.089, -0.866, -3.048)  1.40
P (0.424, -0.138, -0.439)  0.50
O (0.470, 0.942, 0.642)  -0.17
O (-0.173, -1.451, 0.212)  -0.11
O (1.895, -0.366, -0.980)  -0.38
O (-0.246, 0.268, -1.729)  -0.28
O (-1.668, -2.284, -0.906)  0.13
H (-0.975, -1.726, -0.552)  -0.18
H (-1.505, -3.144, -0.518)  0.10
O (0.807, 3.071, 0.863)  -0.02
H (-0.106, 2.810, 0.742)  -0.06
H (0.769, 4.013, 1.024)  0.15
O (-0.072, -1.296, 2.102)  0.26
H (0.599, -1.914, 2.392)  0.16
H (0.098, -1.180, 1.167)  -0.23
O (-0.431, 0.753, 2.280)  0.35
H (-0.400, 1.658, 2.590)  0.16
H (0.031, 0.770, 1.442)  -0.35
O (-1.097, 2.178, 0.216)  0.09
H (-0.298, 1.668, 0.343)  -0.21
H (-1.480, 1.828, -0.589)  -0.01
O (2.833, -1.907, -0.012)  0.21
H (2.337, -1.210, -0.442)  -0.27
H (2.167, -2.447, 0.414)  -0.01
O (0.821, 2.114, -1.346)  -0.05
H (0.526, 2.758, -1.990)  0.17
H (0.176, 1.409, -1.398)  -0.11
O (-1.751, -0.484, 1.084)  0.25
H (-2.526, -0.319, 0.548)  0.15
H (-1.098, -0.814, 0.467)  -0.15
O (-2.037, 0.941, -1.463)  0.06
H (-1.101, 0.739, -1.433)  -0.28
H (-2.324, 0.620, -2.318)  0.14
O (0.945, -3.005, 0.106)  0.09
H (0.608, -2.109, 0.074)  -0.24
H (0.189, -3.537, 0.355)  0.14

---

# 3
# H20O18SV2

A structure of composition H20O18SV2 (ωB97M-V/def2-TZVPD, OMol25).

**HOMO energy**: -0.285 Eh
**ΔE to the lowest compared entry with this formula, charge and spin**: 9.899 eV
**Kohn-Sham gap**: 3.68 eV
**DFT total energy**: -99381.1597 eV

Last column: Löwdin charge in e.
CARTESIAN COORDINATES (ANGSTROEM)
O (8.977, 9.737, 23.976)  -0.28
V (8.072, 8.476, 23.403)  1.23
O (7.398, 7.732, 24.655)  -0.23
O (1.703, 13.842, 25.376)  -0.28
V (0.899, 13.221, 24.077)  1.25
O (-0.232, 12.168, 24.562)  -0.25
S (3.663, 9.829, 22.296)  0.11
O (5.105, 9.702, 22.257)  -0.39
O (3.212, 10.844, 23.200)  -0.38
O (3.281, 10.350, 20.976)  -0.39
O (3.059, 8.527, 22.602)  -0.39
O (7.167, 5.718, 21.339)  -0.05
H (7.693, 4.934, 21.495)  0.04
H (6.309, 5.383, 21.078)  0.03
O (-0.685, 7.789, 22.253)  -0.06
H (0.269, 7.728, 22.217)  0.01
H (-0.897, 7.691, 23.182)  0.03
O (1.541, 5.648, 25.177)  -0.05
H (2.197, 5.037, 25.511)  0.03
H (2.011, 6.178, 24.533)  0.02
O (6.961, 12.890, 20.953)  -0.05
H (6.775, 11.977, 21.174)  0.01
H (6.426, 13.063, 20.178)  0.01
O (5.274, 10.970, 26.706)  -0.05
H (4.675, 10.821, 25.975)  0.02
H (5.878, 11.642, 26.389)  0.03
O (3.182, 8.723, 17.529)  -0.06
H (3.181, 9.130, 18.396)  0.01
H (4.106, 8.563, 17.340)  0.02
O (4.346, 13.072, 18.553)  -0.05
H (3.536, 13.235, 18.070)  0.03
H (4.242, 12.189, 18.907)  0.02
O (9.075, 9.251, 20.137)  -0.05
H (8.603, 8.904, 19.380)  0.04
H (9.464, 10.068, 19.823)  0.04
O (3.311, 4.891, 21.267)  -0.05
H (2.806, 5.001, 20.461)  0.03
H (3.168, 5.704, 21.752)  0.02
O (-0.178, 12.266, 20.858)  -0.05
H (-0.861, 11.610, 21.001)  0.04
H (0.498, 11.804, 20.362)  0.04

---

# 4
# H21O10

A structure of composition H21O10 (ωB97M-V/def2-TZVPD, OMol25).

**Total charge**: +1
**HOMO energy**: -0.502 Eh
**ΔE to the lowest compared entry with this formula, charge and spin**: 2.791 eV
**Kohn-Sham gap**: 10.62 eV
**DFT total energy**: -20808.0377 eV

Last column: Löwdin charge in e.
CARTESIAN COORDINATES (ANGSTROEM)
O (2.326, -1.910, 0.706)  -0.04
H (3.110, -1.334, 0.687)  0.09
H (-1.037, -0.359, -0.115)  0.00
O (-0.537, -0.965, 0.415)  -0.05
H (0.154, 3.821, -0.048)  0.07
H (-1.294, 1.254, 2.028)  -0.01
O (-1.895, 0.801, 2.603)  -0.03
H (2.172, -2.092, 1.638)  0.07
H (-2.327, 1.018, 3.419)  0.05
O (-0.214, -3.443, -0.424)  0.12
H (0.184, -3.113, 0.400)  0.10
H (0.060, -2.647, -1.335)  0.25
O (1.447, -2.287, -1.915)  0.00
H (2.009, 2.678, 3.223)  0.05
H (1.992, -2.056, -1.103)  0.07
O (-3.015, -1.283, -0.466)  -0.04
H (-3.347, -1.596, 0.379)  0.06
H (1.425, -1.429, -2.349)  0.09
O (-0.061, 2.915, 0.241)  -0.07
H (-3.782, -0.911, -0.901)  0.06
H (0.851, 2.733, 0.550)  0.04
O (-1.388, 1.479, -1.379)  -0.06
H (-1.967, 1.897, -0.730)  0.04
H (-0.173, -0.427, 1.120)  0.04
O (1.585, 2.098, -2.601)  -0.04
H (-1.115, -3.037, -0.440)  0.12
O (1.649, 2.119, 2.537)  -0.06
H (0.821, 1.704, 2.873)  0.05
H (-0.878, 2.215, -1.707)  0.01
H (1.428, 2.764, -1.933)  0.01
H (2.402, 2.213, -3.083)  0.04

---

# 5
# H22HeO11

A structure of composition H22HeO11 (ωB97M-V/def2-TZVPD, OMol25).

**HOMO energy**: -0.385 Eh
**ΔE to the lowest compared entry with this formula, charge and spin**: 1.093 eV
**Kohn-Sham gap**: 10.48 eV
**DFT total energy**: -22958.9955 eV

Last column: Löwdin charge in e.
CARTESIAN COORDINATES (ANGSTROEM)
He (-0.615, -0.232, -0.120)  0.18
O (1.099, -2.765, -1.388)  -0.04
H (0.519, -2.143, -1.826)  -0.02
H (1.825, -2.889, -2.000)  0.05
O (0.045, -0.544, -2.796)  -0.05
H (0.535, -0.969, -3.499)  0.07
H (-0.755, -1.063, -2.714)  0.05
O (-3.096, 0.535, 2.603)  -0.05
H (-3.413, 0.334, 1.722)  -0.03
H (-2.199, 0.841, 2.472)  -0.01
O (-0.267, 1.759, 2.204)  -0.04
H (-0.726, 2.491, 1.793)  0.05
H (0.236, 2.159, 2.913)  0.06
O (2.220, 0.787, 0.635)  -0.06
H (2.349, -0.076, 1.028)  0.00
H (1.374, 1.081, 0.974)  0.00
O (0.401, -3.183, 1.532)  -0.05
H (0.227, -4.119, 1.630)  0.05
H (0.594, -3.072, 0.601)  0.00
O (3.430, 0.699, -1.797)  -0.08
H (2.847, 0.544, -1.054)  -0.03
H (4.139, 1.232, -1.438)  0.02
O (-1.873, 1.396, -1.908)  -0.07
H (-2.357, 0.933, -1.224)  -0.04
H (-1.143, 0.815, -2.121)  -0.03
O (-3.415, -0.097, -0.126)  -0.05
H (-4.325, 0.197, -0.090)  0.08
H (-3.372, -0.824, 0.496)  0.06
O (-0.694, 4.078, -1.067)  -0.06
H (-1.184, 3.264, -0.952)  -0.01
H (0.180, 3.796, -1.336)  0.03
O (2.691, -1.707, 1.966)  -0.05
H (1.819, -2.061, 2.141)  0.00
H (2.903, -1.194, 2.746)  0.05

---

# 6
# H22KrO11

A structure of composition H22KrO11 (ωB97M-V/def2-TZVPD, OMol25).

**HOMO energy**: -0.390 Eh
**ΔE to the lowest compared entry with this formula, charge and spin**: 0.247 eV
**Kohn-Sham gap**: 10.70 eV
**DFT total energy**: -97810.1674 eV

Last column: Löwdin charge in e.
CARTESIAN COORDINATES (ANGSTROEM)
Kr (16.096, -10.299, 15.055)  0.37
O (15.797, -7.649, 12.760)  -0.07
H (14.843, -7.706, 12.823)  0.03
H (15.996, -6.732, 12.947)  0.03
O (16.992, -11.826, 18.877)  -0.07
H (17.407, -12.366, 19.549)  0.02
H (17.722, -11.477, 18.365)  -0.03
O (14.549, -11.131, 11.371)  -0.05
H (15.129, -11.830, 11.676)  0.01
H (14.020, -10.907, 12.137)  -0.01
O (18.719, -9.979, 17.664)  -0.06
H (19.563, -9.756, 18.057)  0.05
H (18.531, -9.251, 17.071)  -0.01
O (15.488, -7.274, 17.037)  -0.07
H (15.824, -7.947, 17.629)  0.04
H (14.803, -7.716, 16.536)  -0.03
O (16.753, -14.082, 13.840)  -0.04
H (16.648, -13.993, 12.893)  0.04
H (17.558, -13.603, 14.038)  0.04
O (13.286, -8.339, 15.596)  -0.07
H (12.424, -8.414, 16.003)  0.05
H (13.339, -9.090, 15.005)  -0.04
O (14.075, -12.844, 15.073)  -0.07
H (13.686, -13.345, 15.790)  0.07
H (15.002, -13.080, 15.090)  0.01
O (19.355, -9.062, 13.681)  -0.05
H (19.495, -9.478, 12.830)  0.04
H (20.182, -9.183, 14.146)  0.04
O (18.060, -7.668, 15.916)  -0.09
H (18.014, -8.198, 15.120)  -0.04
H (17.222, -7.208, 15.948)  0.01
O (13.029, -10.645, 14.080)  -0.09
H (13.324, -11.486, 14.429)  -0.03
H (12.139, -10.813, 13.769)  0.07